# CHClIO3S

A 2-piece molecular cluster, CHClIO3S overall in a non-equilibrium geometry (ωB97M-V with the def2-TZVPD basis set, the Open Molecules 2025 dataset).

```
8
Properties=species:S:1:pos:R:3:forces:R:3
C 2.5638 -0.0245 -1.0699 -0.3188 1.4868 -0.1094
O -2.4662 -0.0590 2.1360 -0.4566 -0.6305 2.4054
O -2.5444 -1.3009 -0.0442 -0.1360 0.6862 0.7681
O -2.9148 1.1767 0.0981 0.1885 -0.8422 0.1186
S -2.3081 -0.0390 0.7167 0.4515 0.8202 -3.3282
Cl 0.7976 -0.0531 -0.9055 1.9496 0.1534 -0.2806
I 3.7194 -0.5720 0.5319 0.0923 -0.5496 0.5305
H 3.1527 0.8718 -1.4631 -1.7705 -1.1242 -0.1045
```
Positions in Å, forces in eV/Å.

For the relative energy (zero: lowest compared OMol25 entry of this formula, charge and spin), the calculation gives 2.703 eV. Its net charge is -1. The lowest unoccupied orbital energy (alpha / beta) comes out at 1.6 / 2.3 eV.